Entry 1:
Entry from the Open Molecules 2025 dataset: C18H24F6N7O5RuS3Se as an isolated structure at a distorted geometry (ωB97M-V/def2-TZVPD).

net charge	0
<S²>	0.76
total energy	-156459.96274	eV
multiplicity	2
relative energy (zero: lowest compared OMol25 entry of this formula, charge and spin)	2.706	eV
highest occupied orbital energy (spin up / spin down)	-0.265 / -0.262	Ha
gap between HOMO and LUMO (spin up / spin down)	6.72 / 6.66	eV

Last column: Mulliken charge in e.
Element x y z (Å)
Ru -0.33204 -0.18113 0.45248  0.931
C -3.60656 2.40408 1.99956  -2.012
C -2.66633 1.27597 1.74010  0.801
N -1.45534 1.17783 2.16626  0.884
N -1.04643 2.19570 2.97384  -1.285
C 0.06288 1.96951 3.62198  0.536
N 0.42844 2.94307 4.50956  -0.474
S 1.16322 0.64354 3.57780  -0.355
C -3.13848 0.07571 1.03211  0.573
C -4.45990 -0.10099 0.64354  -0.770
C -4.86339 -1.33928 0.17403  -0.616
C -3.95217 -2.37768 0.14456  -0.944
C -2.63542 -2.12289 0.49090  -0.115
N -2.21785 -0.91587 0.88944  0.273
H -3.13895 3.13154 2.65567  0.398
H -4.53404 2.05307 2.45104  0.524
H -3.85716 2.88696 1.05199  0.355
H -0.30623 3.54751 4.83505  0.234
H 1.22363 2.80001 5.10633  0.198
H -5.15789 0.71760 0.72559  0.452
H -5.88626 -1.49494 -0.14051  0.434
H -4.23336 -3.37165 -0.16677  0.473
H -1.87510 -2.89562 0.46403  0.678
F 2.19538 -4.16901 2.58247  -0.230
C 1.70189 -2.93606 2.68890  0.268
F 2.69599 -2.13598 3.04667  -0.164
F 0.77074 -2.93920 3.64242  -0.218
S 0.88754 -2.49695 1.05096  1.156
O 0.89453 -0.21136 2.28744  -0.660
O 0.20106 -3.75977 0.75762  -0.750
N 2.25945 -2.40670 0.16109  -0.577
S 2.74953 -1.03730 -0.39501  1.030
O 1.71337 0.00290 -0.46332  -0.183
O 3.49681 -1.23717 -1.60009  -0.629
C 4.07288 -0.31280 0.69907  0.414
F 3.63374 0.19559 1.83442  -0.137
F 4.97861 -1.25114 0.96756  -0.221
F 4.66556 0.66696 0.01464  -0.214
C 1.12546 2.86353 0.31325  -1.331
C -0.33206 2.76615 -0.11969  0.940
C -0.60399 3.65431 -1.33252  -1.602
O -0.74881 1.47437 -0.49939  -0.511
H 1.32384 3.87141 0.68034  0.464
H 1.79598 2.65338 -0.52132  0.265
H 1.36982 2.16354 1.11432  -0.085
H -0.95538 3.13003 0.71061  0.428
H 0.05553 3.38330 -2.15799  0.227
H -0.43256 4.70368 -1.08743  0.402
H -1.63428 3.53811 -1.66561  0.380
C 0.66421 0.98351 -3.45648  -0.810
N 1.13075 -0.38227 -3.58720  0.436
C 2.12886 -0.83379 -4.40840  -0.329
C 2.23877 -2.16855 -4.20450  -0.428
N 1.31649 -2.50938 -3.25081  0.496
C 1.06566 -3.85099 -2.74550  -0.688
C 0.63411 -1.41249 -2.88831  -0.782
Se -0.86425 -1.36668 -1.76833  -0.032
H 1.29646 1.61480 -4.07658  0.387
H 0.72599 1.28354 -2.41067  0.030
H -0.37329 1.04633 -3.78188  0.350
H 2.69923 -0.16934 -5.02888  0.441
H 2.91479 -2.89085 -4.62008  0.450
H 1.82294 -4.50827 -3.16472  0.298
H 0.07537 -4.17939 -3.05532  0.295
H 1.12802 -3.85203 -1.66032  0.251


Entry 2:
Entry from the Open Molecules 2025 dataset: a 3-piece molecular cluster, C18H24F7N2O6 overall at a distorted geometry (ωB97M-V/def2-TZVPD).

net charge	+1
total energy	-53336.83286	eV
highest occupied orbital energy	-0.495	Ha
gap between HOMO and LUMO	8.80	eV

Last column: Mulliken charge in e.
Element x y z (Å)
C 3.50422 -2.96746 3.39065  -1.093
C 2.13463 -3.28227 2.78313  -0.648
C 1.55680 -2.09582 2.07951  0.222
C 1.95166 -1.76667 0.76834  -0.641
C 1.39436 -0.66920 0.16930  -0.627
C 0.45910 0.08244 0.88518  0.661
C -0.16136 1.30178 0.27494  -0.804
C 0.65294 2.53775 0.63810  0.602
O 0.72120 2.94954 1.74497  -0.474
O 1.22705 3.15429 -0.42176  -0.450
N 0.16387 -0.29320 2.12476  1.081
C -0.81375 0.42964 2.95669  -0.939
C -2.23342 -0.00799 2.66155  -0.064
F -2.37216 -1.32674 3.07139  -0.314
N 0.69085 -1.35962 2.73875  -0.956
H 3.74536 -3.72495 4.13283  0.356
H 3.51292 -2.00596 3.89879  0.344
H 4.29699 -2.99412 2.64650  0.335
H 1.43943 -3.62247 3.54523  0.372
H 2.23549 -4.07667 2.04365  0.360
H 2.67953 -2.38364 0.25926  0.572
H 1.65739 -0.37700 -0.83653  0.608
H -1.19654 1.44987 0.56961  0.171
H -0.14929 1.18465 -0.80502  0.686
H 2.19077 3.07294 -0.39334  0.355
H -0.66250 1.50128 2.87424  0.416
H -0.60341 0.14861 3.98481  0.367
H -2.93072 0.60412 3.22851  0.341
H -2.47814 0.00878 1.59981  0.233
C -1.88320 5.47612 0.37171  -1.219
C -2.36850 4.34807 -0.51112  -0.007
O -3.56522 3.73741 0.00902  -0.258
C -4.70552 4.37718 -0.24362  0.249
O -4.83829 5.38681 -0.86108  -0.496
C -5.88090 3.57825 0.35704  0.931
F -5.60338 3.19399 1.61037  -0.245
F -6.08926 2.47708 -0.37902  -0.245
F -6.98255 4.30748 0.36422  -0.226
H -1.75165 5.13082 1.39795  0.290
H -0.92834 5.85132 0.00489  0.380
H -2.59603 6.29858 0.37973  0.411
H -1.64225 3.53611 -0.53327  0.003
H -2.53424 4.67767 -1.53572  0.363
C 1.85541 -1.60306 -4.79486  -1.118
C 0.93261 -2.64543 -4.20320  -0.134
O 1.60465 -3.91264 -4.04487  -0.310
C 2.37927 -4.05815 -2.99297  0.318
O 2.58787 -3.26236 -2.11770  -0.526
C 2.99770 -5.47345 -2.99072  0.926
F 3.48101 -5.78583 -4.18985  -0.237
F 2.05421 -6.36136 -2.65689  -0.256
F 3.97807 -5.53621 -2.09578  -0.231
H 2.26911 -1.95435 -5.73911  0.343
H 1.30249 -0.68284 -4.98164  0.379
H 2.68567 -1.38061 -4.12493  0.294
H 0.10259 -2.85665 -4.87194  0.328
H 0.52543 -2.33582 -3.24055  0.220


Entry 3:
Entry from the Open Molecules 2025 dataset: a 4-piece molecular cluster, C18H24F9N2O6S overall at a distorted geometry (ωB97M-V/def2-TZVPD).

net charge	+1
total energy	-69598.74163	eV
highest occupied orbital energy	-0.466	Ha
gap between HOMO and LUMO	8.21	eV

Last column: Mulliken charge in e.
Element x y z (Å)
C 5.20902 -2.69952 3.07738  -0.776
S 4.12106 -1.14151 3.19158  0.263
N 4.46378 -0.03561 1.88512  -0.451
C 2.35733 -1.84369 3.07335  0.347
C 2.18814 -3.22895 2.17397  -0.007
C 0.60136 -3.75931 2.20381  -0.301
C -0.42544 -2.85271 3.08494  -0.176
N -0.21772 -1.59175 3.85249  -0.399
C 1.17619 -1.06171 3.86982  -0.242
H 6.31396 -2.51601 3.41549  0.352
H 4.66030 -3.51421 3.75242  0.378
H 5.12198 -3.12322 1.96426  0.265
H 4.07747 -0.34670 0.96692  0.310
H 4.23135 0.95649 2.11007  0.319
H 3.05514 -3.78208 1.61736  0.188
H 0.26705 -4.74117 1.61358  0.297
H -1.54242 -3.27932 3.11797  0.316
H 1.45216 -0.07677 4.46160  0.311
C -2.81444 -7.26754 -0.97527  -1.062
C -1.74492 -8.34535 -0.98383  -0.186
O -0.75024 -8.06518 -1.98003  -0.308
C 0.18536 -7.11818 -1.65027  0.380
O 0.19847 -6.51836 -0.57690  -0.527
C 1.20504 -6.94901 -2.77142  0.842
F 0.62317 -6.83214 -3.99967  -0.233
F 2.05632 -8.01198 -2.85378  -0.241
F 1.98872 -5.84413 -2.61736  -0.241
H -3.24892 -7.14817 -1.97221  0.306
H -3.61132 -7.51835 -0.26937  0.368
H -2.39844 -6.29520 -0.69201  0.278
H -2.19919 -9.30610 -1.24858  0.319
H -1.28349 -8.46744 0.00233  0.297
C 0.39195 0.63083 0.37063  -0.741
C -0.19176 1.19747 -0.91148  -0.431
O 0.01164 2.61682 -0.97766  -0.244
C 1.26562 3.03102 -1.34765  0.320
O 2.18832 2.26089 -1.60763  -0.544
C 1.33468 4.55252 -1.42251  0.880
F 0.78778 5.15920 -0.32996  -0.234
F 0.66414 5.04271 -2.50486  -0.230
F 2.61012 5.02444 -1.51849  -0.249
H -0.01817 1.14905 1.24251  0.329
H 0.17194 -0.43701 0.45746  0.321
H 1.47841 0.76143 0.40599  0.152
H -1.27401 1.02984 -0.92334  0.356
H 0.22093 0.70410 -1.79839  0.327
C -2.45632 6.40519 -2.45243  -1.022
C -2.12069 7.84146 -2.09173  -0.219
O -3.25504 8.49513 -1.50330  -0.300
C -3.50276 8.20620 -0.18570  0.364
O -2.81947 7.43207 0.48206  -0.523
C -4.70172 8.99658 0.32726  0.857
F -5.76868 8.94531 -0.52116  -0.237
F -4.41036 10.31922 0.49195  -0.243
F -5.15610 8.55328 1.53378  -0.234
H -3.33805 6.36642 -3.09894  0.351
H -1.61757 5.92941 -2.96852  0.290
H -2.69045 5.81441 -1.56086  0.287
H -1.87044 8.39597 -3.00243  0.329
H -1.25074 7.90093 -1.42841  0.303


Entry 4:
Entry from the Open Molecules 2025 dataset: C18H24IrN4O10Se as an isolated structure at a distorted geometry (ωB97M-V/def2-TZVPD).

net charge	+1
total energy	-113660.53424	eV
highest occupied orbital energy (spin up / spin down)	-0.429 / -0.421	Ha
gap between HOMO and LUMO (spin up / spin down)	6.73 / 6.55	eV

Last column: Mulliken charge in e.
Element x y z (Å)
Ir -0.55124 0.26024 0.49189  2.594
C -1.50514 1.50714 -2.62031  -0.873
O -1.47394 1.78594 -1.23421  -0.331
C -2.63714 2.45884 -0.77891  -0.477
C -2.33784 2.98454 0.62309  -0.802
O -2.07174 1.93314 1.53839  -0.354
C -3.18624 1.36384 2.22579  -0.577
C -3.26604 -0.14576 2.00519  -0.570
O -1.98114 -0.70196 2.26559  -0.312
C -2.01644 -2.11756 2.35059  -0.677
H -1.50044 2.43944 -3.19381  0.412
H -0.60294 0.94524 -2.85011  0.045
H -2.39314 0.92574 -2.88671  0.388
H -2.86474 3.29424 -1.45081  0.586
H -3.49234 1.76874 -0.76481  0.275
H -1.41584 3.57514 0.58969  0.289
H -3.15734 3.61564 0.98029  0.501
H -3.03544 1.56244 3.29289  0.328
H -4.12254 1.82334 1.90089  0.458
H -4.00214 -0.56836 2.70089  0.613
H -3.56534 -0.38826 0.97929  0.104
H -2.68644 -2.43026 3.15909  0.348
H -2.34614 -2.56246 1.40789  0.244
H -1.00554 -2.45246 2.56929  0.166
O 3.50916 -0.32966 -1.09291  -0.635
C 2.29766 -0.25786 -1.09671  0.193
O 1.59086 0.57274 -0.43991  -0.694
C 1.45216 -1.17896 -1.98071  0.395
C 1.68756 -1.38716 -3.30801  -0.290
C 0.67666 -1.95006 -4.10831  -0.517
C -0.59244 -2.16306 -3.60751  -0.446
C -0.83854 -1.92846 -2.25831  -0.531
C 0.23436 -1.61066 -1.35771  0.756
O 0.12026 -1.67156 -0.09401  -0.906
N -2.16434 -1.80696 -1.79931  0.792
O -2.36444 -1.16636 -0.75051  -0.437
O -3.07484 -2.24946 -2.46321  -0.611
N 0.93896 -2.16866 -5.51431  1.040
O 0.07386 -2.72236 -6.15001  -0.614
O 1.99686 -1.77436 -5.94481  -0.604
H 2.62056 -1.10336 -3.77451  0.614
H -1.40374 -2.46596 -4.25741  0.636
C 1.87586 -1.09976 3.79189  -0.900
N 2.79856 -0.37726 2.96149  0.284
C 4.11066 -0.67806 2.75909  -0.444
C 4.61616 0.26684 1.92019  -0.358
N 3.61546 1.13814 1.63149  0.338
C 3.73546 2.27704 0.76839  -0.713
C 2.49826 0.72784 2.25149  -0.364
Se 0.80726 1.54264 2.21979  -0.089
H 2.42496 -1.80886 4.40759  0.344
H 1.15146 -1.63726 3.17659  0.248
H 1.33396 -0.40186 4.43269  0.373
H 4.59236 -1.51706 3.21849  0.479
H 5.60266 0.37284 1.51819  0.458
H 4.78156 2.40244 0.49959  0.295
H 3.36526 3.16794 1.27669  0.325
H 3.14696 2.10984 -0.13651  0.205